Here is a structure of composition C33H38GeN4O4SV from OMol25. Energies are from ωB97M-V/def2-TZVPD.

Atoms and positions in Å:
1 V 0.29991 -0.35261 0.65732
2 O 2.70641 -5.43531 -0.93006
3 C 3.22661 -4.48233 -1.68316
4 O 3.97720 -4.70759 -2.59968
5 C 2.81176 -3.08730 -1.37277
6 C 3.29273 -1.97643 -2.03152
7 N 2.69505 -0.90162 -1.49708
8 N 1.83188 -1.24918 -0.54162
9 C 1.88098 -2.56940 -0.45576
10 C 0.94851 -3.19785 0.53958
11 O 1.08757 -4.38878 0.81272
12 O 0.09399 -2.38827 1.04157
13 H 2.12784 -5.07257 -0.20691
14 H 4.00848 -1.90578 -2.83359
15 H 2.74394 0.06242 -1.80247
16 C -0.61020 0.20099 -0.61433
17 Ge -0.65743 0.41531 -2.51617
18 C -2.26269 1.38969 -3.07452
19 C -2.35376 1.97483 -4.33679
20 C -3.49900 2.65938 -4.72131
21 C -4.57022 2.77014 -3.84298
22 C -4.49029 2.19510 -2.58201
23 C -3.34213 1.51010 -2.20183
24 C -0.50800 -1.34387 -3.35523
25 C -0.26612 -1.52344 -4.71755
26 C -0.10216 -2.79725 -5.24928
27 C -0.17776 -3.91217 -4.42352
28 C -0.43973 -3.75004 -3.06946
29 C -0.60677 -2.47476 -2.54183
30 C 0.90855 1.51088 -2.99995
31 C 1.06567 2.73398 -2.34323
32 C 2.17988 3.53201 -2.56876
33 C 3.16455 3.11630 -3.45762
34 C 3.02678 1.90316 -4.11787
35 C 1.90674 1.10761 -3.88833
36 H -1.52035 1.90613 -5.02898
37 H -3.55578 3.10891 -5.70527
38 H -5.46340 3.30406 -4.14163
39 H -5.32332 2.27857 -1.89386
40 H -3.28150 1.05874 -1.21728
41 H -0.20696 -0.66898 -5.38160
42 H 0.09129 -2.91658 -6.30832
43 H -0.03538 -4.90326 -4.83549
44 H -0.51144 -4.61442 -2.41942
45 H -0.81144 -2.35484 -1.48310
46 H 0.31113 3.06125 -1.63504
47 H 2.28196 4.47590 -2.04794
48 H 4.03578 3.73519 -3.63308
49 H 3.78760 1.57333 -4.81505
50 H 1.82348 0.15759 -4.40055
51 C 2.40733 -0.16964 6.42824
52 C 1.27323 -1.16782 6.64691
53 C 0.12529 -1.04846 5.64773
54 C 0.54601 -1.24265 4.19080
55 N 1.07435 -0.03346 3.54874
56 C 0.47266 0.77527 2.65940
57 S 1.38195 1.74477 1.60359
58 N -0.86961 0.64553 2.41051
59 C -1.94347 0.50201 3.40958
60 C -2.13202 1.77115 4.23551
61 C -2.97338 2.85469 3.56148
62 C -2.43874 3.36682 2.22396
63 H 3.11177 -0.19497 7.25972
64 H 2.02875 0.85178 6.34187
65 H 2.98190 -0.39894 5.52651
66 H 0.86635 -1.04000 7.65221
67 H 1.67205 -2.18575 6.60645
68 H -0.35529 -0.07005 5.75487
69 H -0.62951 -1.80112 5.88891
70 H -0.26171 -1.62593 3.57216
71 H 1.33326 -1.99677 4.12958
72 H 2.05922 0.16041 3.65486
73 H -1.13701 1.26903 1.65270
74 H -1.74130 -0.34699 4.05122
75 H -2.84889 0.26467 2.84921
76 H -1.14326 2.16912 4.49210
77 H -2.60745 1.49379 5.17909
78 H -3.05784 3.69153 4.25796
79 H -3.98944 2.47227 3.42259
80 H -1.37076 3.59778 2.27583
81 H -2.96065 4.27607 1.92600
82 H -2.59420 2.64897 1.41236

Forces on atoms 1 to 2 (eV/Å):
-0.07 -0.43 -0.74
0.29 -0.16 -0.15

## Properties
Kohn-Sham gap (spin up / spin down): 0.299 / 0.283 Eh
<S²>: 0.865
Multiplicity: 2
DFT total energy: -5219.4007 a.u.
Charge: 0

Here is a cluster of 3 separate species, C4H15NO2S in total at a distorted geometry from OMol25. Energies are from ωB97M-V/def2-TZVPD.

Atoms and positions in Å:
1 C 0.53338 1.40632 -1.21009
2 N -0.74507 0.84249 -0.79620
3 C -0.80866 -0.42110 -0.09512
4 C -2.18042 -0.42555 0.63101
5 S -2.19477 -1.35389 2.16233
6 C -0.65529 -1.60296 -1.05003
7 H 0.85009 2.10761 -0.44389
8 H 1.25805 0.59762 -1.24590
9 H 0.42354 1.84816 -2.19626
10 H -1.53418 0.92585 -1.43845
11 H 0.00872 -0.39142 0.62819
12 H -2.45151 0.57996 0.96824
13 H -2.91695 -0.74200 -0.09753
14 H -1.48538 -2.40657 1.79002
15 H -0.40103 -2.49663 -0.48769
16 H -1.57197 -1.81049 -1.59324
17 H 0.12905 -1.44933 -1.77936
18 H 5.25383 -2.71940 0.22086
19 H 3.87730 -2.47178 0.87920
20 O 4.68165 -3.00968 0.94344
21 H 0.73186 4.07498 1.41463
22 H -0.74036 4.40743 1.05594
23 O -0.06187 4.51038 1.73989

Forces on atoms 1 to 2 (eV/Å):
-0.70 -0.25 0.15
0.36 -1.60 -1.24

## Properties
Kohn-Sham gap (spin up / spin down): 0.372 / 0.186 Eh
<S²>: 0.755
Multiplicity: 2
DFT total energy: -764.4784 a.u.
Charge: +1

Here is the ion C4H6N2 with charge +2 at a distorted geometry from OMol25. Energies are from ωB97M-V/def2-TZVPD.

Atoms and positions in Å:
1 C -1.26972 1.06190 -0.98097
2 N -0.45635 0.35784 -0.21172
3 C -0.42840 0.44452 1.18136
4 N 0.51625 -0.38274 1.62755
5 C 1.26443 -0.95935 0.72481
6 C 0.74043 -0.58806 -0.64396
7 H -1.11780 1.10825 -1.97170
8 H -2.10195 1.46049 -0.44138
9 H -0.98674 0.93387 1.94928
10 H 2.02663 -1.63905 1.06518
11 H 1.51662 -0.18603 -1.33171
12 H 0.29660 -1.61164 -0.96676

Forces on atoms 1 to 2 (eV/Å):
0.61 -1.70 4.50
0.69 0.51 -1.76

## Properties
Kohn-Sham gap: 0.295 Eh
SMILES: C=[N+]1C=[N+]=CC1
DFT total energy: -264.6683 a.u.
Charge: +2

Here is a structure of composition C8H17O3P2Tl at a distorted geometry from OMol25. Energies are from ωB97M-V/def2-TZVPD.

Atoms and positions in Å:
1 C 0.38292 -0.11342 -1.69774
2 C -0.42836 0.25750 -2.86557
3 C -0.43328 1.66977 -2.92611
4 C 0.30322 2.21123 -1.85305
5 C 0.78665 1.04851 -1.07794
6 Tl -2.02314 1.28505 -0.97064
7 P -0.01483 -2.59556 0.60068
8 H 0.57130 -1.16344 -1.51885
9 H -0.87103 -0.44705 -3.58912
10 H -1.26747 2.26422 -3.42240
11 H 1.37426 1.25543 -0.20937
12 H 0.54594 3.27633 -1.63952
13 H 1.23640 -2.51965 1.27056
14 H 0.32078 -3.79332 -0.04918
15 H -0.67578 -3.27052 1.66894
16 C -1.74384 -0.49557 3.46374
17 O -0.31883 -0.43688 3.36230
18 P 0.34502 0.52303 2.17123
19 O 0.33611 2.01241 2.81711
20 C -0.16178 2.44642 4.07599
21 O 1.88045 -0.04166 2.29997
22 C 3.01201 0.78026 1.98714
23 H -2.16622 -1.07007 2.63150
24 H -2.20486 0.50553 3.48954
25 H -1.94485 -1.00273 4.41239
26 H -1.20021 2.77575 3.97666
27 H -0.09264 1.69551 4.86421
28 H 0.45638 3.29737 4.35521
29 H 2.89788 1.77426 2.40654
30 H 3.84811 0.28253 2.45787
31 H 3.16581 0.83987 0.91582

Forces on atoms 1 to 2 (eV/Å):
-1.31 -0.27 -2.10
0.68 -0.37 0.85

## Properties
Kohn-Sham gap: 0.294 Eh
DFT total energy: -1395.8648 a.u.
Charge: 0

Here is a structure of composition C33H37HgN9O2S2SbSe4 at a distorted geometry from OMol25. Energies are from ωB97M-V/def2-TZVPD.

Atoms and positions in Å:
1 Hg 1.08544 2.45479 -0.05822
2 C -3.55621 1.91746 0.58249
3 C -2.16219 2.31732 0.97519
4 N -1.31952 2.80547 0.12955
5 N -1.71879 3.00501 -1.13965
6 C -0.86886 3.70812 -1.87432
7 N -1.16584 3.82490 -3.19935
8 S 0.48213 4.59155 -1.30828
9 C -1.76908 2.19831 2.38908
10 C -2.55913 1.50501 3.31215
11 C -2.18535 1.48545 4.64188
12 C -1.04271 2.16125 5.03474
13 C -0.31568 2.82079 4.05282
14 N -0.66291 2.84365 2.77908
15 H -3.71912 2.16357 -0.46426
16 H -4.29728 2.43825 1.19234
17 H -3.69439 0.84150 0.72707
18 H -1.77398 3.11515 -3.57996
19 H -0.38334 4.09924 -3.77112
20 H -3.43105 0.96073 2.97632
21 H -2.78534 0.95154 5.36882
22 H -0.71902 2.16846 6.06770
23 H 0.58740 3.37091 4.30020
24 C 3.37152 0.12314 5.76725
25 C 3.81104 -0.26019 4.35344
26 N 3.83681 0.88518 3.45669
27 C 5.01934 1.73381 3.46220
28 C 4.87064 2.99516 4.31788
29 C 2.76426 1.13397 2.64268
30 S 2.83441 2.54476 1.68512
31 N 1.75773 0.26267 2.77080
32 C 0.83649 -0.05447 1.86076
33 O 0.80218 0.27820 0.66218
34 C -0.19881 -1.02547 2.35740
35 C -0.17088 -1.53421 3.65217
36 C -1.15129 -2.42018 4.07072
37 C -2.16459 -2.80762 3.20274
38 C -2.18714 -2.31433 1.90567
39 C -1.20442 -1.43011 1.48821
40 H 3.27564 -0.76544 6.39418
41 H 2.40754 0.63071 5.71643
42 H 4.09802 0.79481 6.22438
43 H 3.11785 -0.98607 3.93733
44 H 4.80887 -0.70796 4.37345
45 H 5.22851 2.02396 2.43133
46 H 5.85226 1.12858 3.82829
47 H 4.16349 3.67542 3.84859
48 H 5.83251 3.50280 4.40981
49 H 4.50732 2.74677 5.31491
50 H 0.60861 -1.21366 4.32882
51 H -1.12571 -2.80638 5.08340
52 H -2.93476 -3.49421 3.53401
53 H -2.96803 -2.61243 1.21566
54 H -1.20698 -1.02510 0.48501
55 Se 5.79394 -0.15915 -2.77428
56 Sb 3.97515 1.32560 -3.59453
57 Se 5.13514 3.10416 -4.83853
58 Se 2.82062 -0.03484 -5.30234
59 Se 2.66642 2.17293 -1.61953
60 C 0.32936 -2.47405 -7.42145
61 C -0.74825 -2.65399 -6.39396
62 C -1.18873 -3.90803 -5.99243
63 C -2.13252 -4.05478 -4.98572
64 C -2.67713 -2.93761 -4.36612
65 N -3.60851 -3.13044 -3.31920
66 C -3.96298 -2.34086 -2.24826
67 O -5.01305 -2.55218 -1.64845
68 N -3.12946 -1.32076 -1.87338
69 C -1.72685 -1.19726 -2.04560
70 C -0.85988 -2.28116 -2.04315
71 C 0.49126 -2.03469 -2.18937
72 C 0.92384 -0.71866 -2.28216
73 N 0.10852 0.32722 -2.25599
74 C -1.19160 0.08059 -2.15942
75 C -2.31860 -1.67454 -4.83197
76 C -1.35098 -1.54157 -5.80947
77 H 0.66640 -3.43544 -7.80809
78 H 1.17950 -1.94718 -6.97790
79 H -0.02730 -1.86474 -8.25378
80 H -0.77467 -4.79442 -6.45907
81 H -2.44409 -5.04404 -4.66725
82 H -4.17517 -3.95902 -3.38552
83 H -3.55081 -0.66802 -1.23158
84 H -1.24219 -3.28572 -1.90770
85 H 1.21234 -2.83976 -2.21143
86 H 1.97923 -0.50182 -2.34297
87 H -1.85139 0.94336 -2.13234
88 H -2.79056 -0.79505 -4.41940
89 H -1.03464 -0.55463 -6.12339

Forces on atoms 1 to 2 (eV/Å):
-3.50 0.87 3.08
0.00 0.06 -0.05

## Properties
Kohn-Sham gap (spin up / spin down): 0.195 / 0.172 Eh
<S²>: 0.756
Multiplicity: 2
DFT total energy: -12718.8940 a.u.
Charge: -2

Here is the molecule C4H9NO2 at a distorted geometry from OMol25. Energies are from ωB97M-V/def2-TZVPD.

Atoms and positions in Å:
1 C 2.22702 -0.21246 1.56828
2 C 1.09316 -0.82031 0.66453
3 C 0.28591 0.26974 -0.07900
4 N 0.94790 0.60536 -1.36267
5 C -1.21146 0.17826 -0.31271
6 O -1.88729 1.00039 -0.85740
7 O -1.75173 -0.90424 0.33313
8 H 1.64479 0.28799 2.34790
9 H 2.77941 0.49577 0.95975
10 H 2.82485 -1.10564 1.78304
11 H 0.38779 -1.35531 1.31015
12 H 1.43474 -1.60882 -0.00648
13 H 0.31333 1.11637 0.62714
14 H 0.99533 -0.21923 -1.94945
15 H 0.29636 1.24267 -1.81396
16 H -2.53245 -1.08396 -0.21890

Forces on atoms 1 to 2 (eV/Å):
-1.68 -1.04 -1.92
-1.12 -0.01 0.32

## Properties
Kohn-Sham gap: 0.382 Eh
SMILES: CC[C@@H](N)C(=O)O
DFT total energy: -363.0419 a.u.
Charge: 0

- Among the records above, which one has the highest DFT total energy?
  C4H6N2

Copy entry 4 word for word.
Here is a structure of composition C8H17O3P2Tl at a distorted geometry from OMol25. Energies are from ωB97M-V/def2-TZVPD.

Atoms and positions in Å:
1 C 0.38292 -0.11342 -1.69774
2 C -0.42836 0.25750 -2.86557
3 C -0.43328 1.66977 -2.92611
4 C 0.30322 2.21123 -1.85305
5 C 0.78665 1.04851 -1.07794
6 Tl -2.02314 1.28505 -0.97064
7 P -0.01483 -2.59556 0.60068
8 H 0.57130 -1.16344 -1.51885
9 H -0.87103 -0.44705 -3.58912
10 H -1.26747 2.26422 -3.42240
11 H 1.37426 1.25543 -0.20937
12 H 0.54594 3.27633 -1.63952
13 H 1.23640 -2.51965 1.27056
14 H 0.32078 -3.79332 -0.04918
15 H -0.67578 -3.27052 1.66894
16 C -1.74384 -0.49557 3.46374
17 O -0.31883 -0.43688 3.36230
18 P 0.34502 0.52303 2.17123
19 O 0.33611 2.01241 2.81711
20 C -0.16178 2.44642 4.07599
21 O 1.88045 -0.04166 2.29997
22 C 3.01201 0.78026 1.98714
23 H -2.16622 -1.07007 2.63150
24 H -2.20486 0.50553 3.48954
25 H -1.94485 -1.00273 4.41239
26 H -1.20021 2.77575 3.97666
27 H -0.09264 1.69551 4.86421
28 H 0.45638 3.29737 4.35521
29 H 2.89788 1.77426 2.40654
30 H 3.84811 0.28253 2.45787
31 H 3.16581 0.83987 0.91582

Forces on atoms 1 to 2 (eV/Å):
-1.31 -0.27 -2.10
0.68 -0.37 0.85

## Properties
Kohn-Sham gap: 0.294 Eh
DFT total energy: -1395.8648 a.u.
Charge: 0

- charge of number 1 (C33H38GeN4O4SV)?
  0

- The lowest DFT total energy belongs to which entry?
  C33H37HgN9O2S2SbSe4